ORCA calculation (the ωB97M-V functional and the def2-TZVPD basis) on a cluster of 3 separate species, C22H24O12 in total in a non-equilibrium geometry.

The total charge is 0. Its spin multiplicity is 1. As for the SMILES: CC[C@@H]1C(=O)OC[C@@H]1CCCC(=O)O.O=C1C=C(O)C(=O)C=C1O.O=C1C=C(O)C(=O)C=C1O. The LUMO energy is -0.0606 Ha. The max |F| is 0.1007 Eh/bohr. The calculation puts the energy at -47772.2370 eV. The HOMO energy comes out at -9.8 eV. The value obtained for the orbital gap is 8.176 eV.

Each line ends with the natural charge from an NBO analysis.
Geometry (Å):
H: -1.69629 6.91586 2.27272  0.246
O: -0.21586 4.75583 2.29148  -0.550
H: 1.52543 6.20740 -1.55402  0.244
O: 0.98769 -0.65692 1.14561  -0.552
H: -1.33190 -4.97998 1.78426  0.227
O: -1.70071 8.78505 0.41384  -0.625
H: -0.55239 -2.51724 0.49426  0.211
H: 0.75732 3.16553 3.43316  0.270
H: 1.29292 3.85932 1.11630  0.503
H: 2.56212 -1.54272 3.04485  0.253
O: 1.54141 4.34309 0.30448  -0.644
H: -2.70419 -2.89309 -3.78324  0.232
H: -0.46452 -5.43101 -2.32478  0.207
C: -0.89945 -1.49650 -5.09677  0.796
H: 0.65828 -2.91417 -1.12920  0.172
H: -2.60407 -4.53922 -2.13516  0.217
O: 0.22213 -0.99971 -5.65910  -0.676
C: -1.36744 -2.96931 1.05397  -0.624
H: -0.60998 -6.17510 -0.26585  0.240
C: 0.84357 6.32232 -0.72327  -0.408
O: -0.00877 8.33575 -1.60039  -0.531
C: 1.11888 2.15222 3.32009  -0.416
O: 0.03495 1.83220 1.26540  -0.656
C: 0.77366 5.43079 0.27299  0.383
C: 1.97439 1.61823 4.37703  0.474
C: -0.81539 -1.96978 -3.63653  -0.521
H: 3.36060 0.52329 5.84166  0.507
C: -0.55079 -4.57735 -1.64587  -0.236
H: -1.45738 9.25517 -0.40810  0.507
C: -1.02462 6.79269 1.43487  -0.384
C: 0.81858 -3.87129 -1.64447  -0.082
C: 1.31869 -0.01027 2.12357  0.463
C: -0.01622 7.49886 -0.71715  0.471
C: -1.78631 -3.81205 -2.10905  -0.403
C: 0.93009 -4.89852 0.29266  0.815
O: 3.29656 -0.21188 5.20067  -0.623
H: -2.28958 -2.47223 0.74232  0.204
C: 2.50283 0.22309 4.22435  0.320
H: 0.24162 -2.14886 -3.43006  0.194
H: -0.02899 1.09017 0.63254  0.506
H: 0.97442 -1.15269 -5.07136  0.477
O: -1.85728 -1.56322 -5.72473  -0.552
H: -1.23124 -2.76176 2.11410  0.220
C: -1.53034 -4.49590 0.82874  -0.412
C: -0.53591 -5.08583 -0.16717  -0.322
O: 2.27895 2.25182 5.36903  -0.525
H: -1.41903 -3.94513 -4.28435  0.210
H: 1.33997 -3.69412 -2.58129  0.197
C: -1.69695 -3.21759 -3.51901  -0.395
H: -2.11146 -3.02795 -1.42083  0.208
C: -0.18150 5.60458 1.41857  0.468
C: 2.18980 -0.53464 3.16590  -0.384
O: 1.35356 -4.87138 1.35738  -0.525
O: 1.64743 -4.74271 -0.87415  -0.527
H: -2.54240 -4.72134 0.49334  0.209
C: -0.95180 7.68444 0.43948  0.321
C: 0.81075 1.39296 2.26212  0.365
H: -1.17383 -1.13919 -3.02581  0.235

Force components x, y, z for each atom (eV/Å):
-0.01 0.01 -0.02
0.23 0.05 -0.23
0.00 -0.02 0.01
-0.16 0.29 -0.19
-0.27 -0.23 -0.05
0.28 -0.06 -0.35
0.08 -0.06 0.14
-0.04 -0.12 0.01
-0.01 -0.08 -0.13
-0.01 0.00 0.02
-0.25 0.12 0.38
0.01 -0.04 -0.14
0.05 -0.10 0.15
3.24 0.01 2.66
0.52 0.06 -0.08
-0.03 0.04 0.12
0.86 0.07 0.21
-0.65 -0.30 -0.10
-0.35 0.02 0.54
-0.10 0.23 -0.11
-0.21 0.15 0.18
0.16 0.08 0.26
0.15 -0.41 -0.05
0.33 -0.11 -0.36
-0.29 0.39 -0.24
0.32 -0.07 -1.09
0.02 -0.07 0.00
0.54 0.16 0.09
-0.04 0.00 0.05
0.08 -0.25 0.11
-0.62 0.13 -0.35
0.37 -0.46 0.27
0.45 -0.33 -0.29
-0.01 -0.16 -0.27
-2.61 -0.16 -4.47
-0.17 0.43 0.05
0.11 0.16 0.07
0.20 -0.47 -0.01
-0.16 -0.03 0.37
0.00 0.05 0.02
-0.06 0.20 -0.11
-4.32 -0.17 -2.68
0.14 0.11 -0.06
0.57 0.22 -0.14
0.10 -0.29 -0.36
0.16 -0.24 0.06
0.16 -0.13 0.18
-0.20 -0.20 -0.11
-0.25 0.47 0.54
0.24 -0.01 0.05
-0.44 0.36 0.27
-0.13 -0.06 -0.25
1.86 -0.16 3.90
0.69 0.70 0.65
-0.02 -0.11 0.20
-0.35 0.11 0.39
-0.18 0.40 0.11
0.04 -0.12 0.20